Entry from the Open Molecules 2025 dataset: 5 unconnected molecules or ions with the total composition C29H55BBrN6O9S (the ωB97M-V functional and the def2-TZVPD basis).

Results
Energy ... -5140.8741 Eh
Charge ... -1
Lowest unoccupied orbital energy ... 2.03 eV
HOMO energy ... -5.9 eV
ΔE to the lowest compared entry with this formula, charge and spin ... 0.000 eV

Atoms and positions in Å:
C: 1.71123 -4.31413 2.57148
C: 2.08714 -2.83559 2.48225
C: 1.07507 -1.97622 1.68870
Br: 2.14540 -0.83156 0.45483
C: 0.05235 -1.25104 2.59736
C: 0.67269 -0.37796 3.71294
C: 2.01408 0.33036 3.50486
O: -0.54099 -2.36764 3.25926
B: -1.75150 -2.84656 2.52048
C: -1.67078 -4.33589 1.92946
C: -1.78059 -4.61565 0.57175
C: -1.73220 -5.92681 0.12215
N: -1.57135 -6.97221 0.92533
C: -1.47021 -6.71857 2.22842
C: -1.52521 -5.44520 2.76148
O: -1.86400 -1.85520 1.39309
C: -1.27565 -0.72815 1.87084
C: -2.17923 0.01034 2.89879
C: -3.67444 -0.24793 2.76250
O: -4.25971 -0.42121 1.72014
N: -4.36589 -0.22328 4.04286
C: -5.21172 0.97326 4.09167
C: -5.16918 -1.42918 4.24279
S: -1.13271 0.39814 0.38776
C: 0.02730 1.68499 0.81519
O: -0.73065 -0.35267 -0.77614
O: -2.37807 1.13339 0.25782
H: 0.96747 -4.48433 3.34578
H: 1.28628 -4.68018 1.63523
H: 2.59567 -4.90762 2.81335
H: 2.20560 -2.43500 3.48837
H: 3.04530 -2.76833 1.96980
H: 0.51557 -2.61438 1.00803
H: 0.78498 -1.06531 4.55260
H: -0.05186 0.36604 4.03281
H: 2.03573 0.99107 2.64137
H: 2.83742 -0.37234 3.37995
H: 2.23126 0.93649 4.38762
H: -2.75382 -2.75615 3.24531
H: -1.89650 -3.80742 -0.14180
H: -1.82598 -6.14351 -0.93795
H: -1.33757 -7.57918 2.87747
H: -1.45444 -5.31921 3.83714
H: -2.00392 1.09083 2.86311
H: -1.91737 -0.31395 3.90149
H: -5.41233 1.23342 5.13355
H: -4.69683 1.81463 3.62641
H: -6.17434 0.82422 3.58502
H: -4.52356 -2.27473 4.47103
H: -5.83835 -1.25927 5.08826
H: -5.77793 -1.66395 3.36127
H: -0.48996 2.60356 0.54428
H: 0.20599 1.68202 1.88770
H: 0.95379 1.57052 0.26449
C: 0.46883 3.77345 -2.92541
O: 0.90440 4.88077 -3.20110
N: -0.17918 2.97804 -3.78968
C: -0.66664 1.66256 -3.41396
C: -0.38394 3.45569 -5.14358
H: 0.58814 3.32392 -1.92680
H: -0.18887 0.89348 -4.02328
H: -1.74783 1.60260 -3.54923
H: -0.44569 1.45850 -2.37059
H: 0.57045 3.66348 -5.62970
H: -0.96498 4.37871 -5.14517
H: -0.91724 2.69233 -5.70516
C: 5.64395 -2.08465 -0.80604
O: 6.20634 -2.95730 -0.17231
N: 6.25948 -1.30494 -1.72325
C: 5.54666 -0.26976 -2.44071
C: 7.67047 -1.51612 -1.97727
H: 4.57873 -1.83273 -0.69131
H: 5.56994 -0.45081 -3.51819
H: 5.97597 0.71526 -2.24486
H: 4.50790 -0.26146 -2.11465
H: 7.85325 -2.53228 -2.32964
H: 8.25387 -1.37256 -1.06680
H: 8.00152 -0.80656 -2.73282
C: 5.59991 6.08983 -2.02983
O: 5.35941 4.98104 -1.59536
N: 4.89639 6.70693 -2.99845
C: 5.25296 8.02064 -3.47932
C: 3.74348 6.02465 -3.57633
H: 6.44404 6.69905 -1.65864
H: 4.43791 8.73102 -3.32217
H: 5.48629 7.99880 -4.54673
H: 6.13037 8.37794 -2.94200
H: 2.98936 5.80895 -2.82390
H: 4.05528 5.07945 -4.02185
H: 3.30804 6.66020 -4.34352
C: -6.90318 0.15798 -2.83297
O: -7.77834 -0.28036 -3.56461
N: -5.94131 -0.57483 -2.25848
C: -4.91851 0.00116 -1.39557
C: -5.91735 -2.00500 -2.50427
H: -6.83189 1.22998 -2.57945
H: -3.92452 -0.16857 -1.80924
H: -4.94064 -0.43568 -0.39920
H: -5.08064 1.07436 -1.31088
H: -5.80866 -2.21260 -3.56994
H: -6.84468 -2.47095 -2.16865
H: -5.07941 -2.43517 -1.96097

Here are the Löwdin charges for atoms 1 to 99, given in e: number 1, C, carries -0.08; number 2, C, carries -0.26; number 3, C, carries -0.49; number 4, Br, carries 0.81; number 5, C, carries -0.39; number 6, C, carries -0.15; number 7, C, carries -0.12; number 8, O, carries -0.01; number 9, B, carries -0.62; number 10, C, carries -0.10; number 11, C, carries -0.03; number 12, C, carries -0.17; number 13, N, carries 0.03; number 14, C, carries -0.17; number 15, C, carries -0.06; number 16, O, carries -0.02; number 17, C, carries -0.43; number 18, C, carries -0.04; number 19, C, carries -0.40; number 20, O, carries 0.12; number 21, N, carries -0.18; number 22, C, carries -0.09; number 23, C, carries -0.09; number 24, S, carries 0.67; number 25, C, carries -0.17; number 26, O, carries -0.35; number 27, O, carries -0.33; number 28, H, carries 0.06; number 29, H, carries 0.08; number 30, H, carries 0.07; number 31, H, carries 0.10; number 32, H, carries 0.07; number 33, H, carries 0.10; number 34, H, carries 0.12; number 35, H, carries 0.10; number 36, H, carries 0.03; number 37, H, carries 0.06; number 38, H, carries 0.07; number 39, H, carries 0.12; number 40, H, carries 0.11; number 41, H, carries 0.09; number 42, H, carries 0.09; number 43, H, carries 0.11; number 44, H, carries 0.13; number 45, H, carries 0.12; number 46, H, carries 0.08; number 47, H, carries 0.09; number 48, H, carries 0.09; number 49, H, carries 0.07; number 50, H, carries 0.08; number 51, H, carries 0.09; number 52, H, carries 0.06; number 53, H, carries 0.05; number 54, H, carries 0.01; number 55, C, carries -0.33; number 56, O, carries -0.01; number 57, N, carries -0.19; number 58, C, carries -0.04; number 59, C, carries -0.05; number 60, H, carries 0.13; number 61, H, carries 0.10; number 62, H, carries 0.10; number 63, H, carries 0.06; number 64, H, carries 0.09; number 65, H, carries 0.09; number 66, H, carries 0.08; number 67, C, carries -0.35; number 68, O, carries 0.01; number 69, N, carries -0.20; number 70, C, carries -0.06; number 71, C, carries -0.05; number 72, H, carries 0.07; number 73, H, carries 0.09; number 74, H, carries 0.09; number 75, H, carries 0.07; number 76, H, carries 0.09; number 77, H, carries 0.09; number 78, H, carries 0.08; number 79, C, carries -0.37; number 80, O, carries 0.01; number 81, N, carries -0.20; number 82, C, carries -0.07; number 83, C, carries -0.04; number 84, H, carries 0.13; number 85, H, carries 0.09; number 86, H, carries 0.09; number 87, H, carries 0.08; number 88, H, carries 0.07; number 89, H, carries 0.09; number 90, H, carries 0.09; number 91, C, carries -0.37; number 92, O, carries -0.02; number 93, N, carries -0.19; number 94, C, carries -0.05; number 95, C, carries -0.04; number 96, H, carries 0.13; number 97, H, carries 0.09; number 98, H, carries 0.07; number 99, H, carries 0.09